Entry from the OMol25 dataset: an isolated ion of composition C5H5Cl2N4 and charge +1 (ωB97M-V with the def2-TZVPD basis set).

The energy above the lowest of the compared OMol25 structures with the same formula, charge and spin comes out at 26.3 kcal/mol. As for the LUMO energy: -6.4 eV. As for the HOMO-LUMO gap: 7.53 eV. Its charge is +1. As for the highest occupied orbital energy: -13.8997 eV. As for the structure (SMILES): Cl[C@@]12C=NC=[NH+][C@]1(Cl)N=CN2.

The geometry in XYZ format:
```
16
Properties=species:S:1:pos:R:3:mulliken_charge:R:1
Cl -0.91 -2.87 -0.06 -0.085
C -0.24 -1.24 -0.09 0.631
C -1.19 -0.69 -1.03 -0.370
N -1.80 0.42 -0.90 -0.384
C -1.50 1.22 0.17 -0.050
N -0.94 0.75 1.27 -0.042
C -0.27 -0.45 1.19 0.681
Cl -0.89 -1.45 2.63 -0.136
N 1.15 -0.31 1.69 -0.545
C 1.86 -0.76 0.70 -0.242
N 1.19 -1.25 -0.37 -0.121
H -1.44 -1.33 -1.90 0.430
H -1.98 2.21 0.14 0.412
H -1.10 0.93 2.19 0.213
H 2.95 -0.94 0.95 0.371
H 1.71 -1.77 -1.02 0.236
```

=====

Entry from the OMol25 dataset: C5H5ClF2 as an isolated structure (ωB97M-V with the def2-TZVPD basis set).

The energy above the lowest of the compared OMol25 structures with the same formula, charge and spin comes out at 89.3 kcal/mol. As for the LUMO energy: 0.5 eV. As for the HOMO-LUMO gap: 9.74 eV. Its charge is 0. As for the highest occupied orbital energy: -9.2055 eV.

The geometry in XYZ format:
```
13
Properties=species:S:1:pos:R:3:mulliken_charge:R:1
C -2.07 0.25 -0.18 -1.040
C -0.97 1.00 -0.75 0.390
C 0.26 0.72 -0.36 -0.217
C 0.79 -0.40 0.41 0.365
C 0.22 -1.65 0.21 -0.356
H -1.93 0.05 1.06 0.235
H -3.01 0.95 -0.57 0.308
H -2.30 -1.08 -0.51 0.253
H 0.94 1.31 -0.95 0.352
H 0.69 -2.57 0.49 0.395
F -1.15 2.00 -1.68 -0.279
F -0.81 -1.79 -0.75 -0.242
Cl 1.99 -0.01 1.55 -0.164
```

=====

Entry from the OMol25 dataset: the molecule C5H5ClF3NO2 (ωB97M-V with the def2-TZVPD basis set).

The energy above the lowest of the compared OMol25 structures with the same formula, charge and spin comes out at 76.4 kcal/mol. As for the LUMO energy (alpha / beta): -0.5 / -0.3 eV. As for the HOMO-LUMO gap (alpha / beta): 8.07 / 7.41 eV. Its charge is 0. As for the highest occupied orbital energy (alpha / beta): -8.5314 / -7.7245 eV.

The geometry in XYZ format:
```
17
Properties=species:S:1:pos:R:3:mulliken_charge:R:1
C 1.59 -0.08 -0.31 0.435
C -0.10 -1.94 0.42 -0.432
C 2.94 -0.25 -0.01 0.278
C 0.00 1.54 -0.95 -0.675
C 3.79 1.00 0.18 1.047
N 3.42 -1.45 0.14 -0.526
O 0.52 -0.85 -0.09 -0.312
O 1.33 1.09 -0.91 -0.327
F 4.70 0.81 1.10 -0.223
F 4.33 1.63 -0.95 -0.276
F 3.00 1.95 0.68 -0.274
Cl 5.14 -1.64 0.25 -0.124
H 0.48 -2.48 1.19 0.280
H -1.12 -1.94 0.22 0.356
H -0.09 1.87 0.15 0.311
H -0.73 0.73 -1.12 0.252
H -0.16 2.35 -1.77 0.212
```

=====

Entry from the OMol25 dataset: an isolated ion of composition C5H5ClIN2 and charge +1 (ωB97M-V with the def2-TZVPD basis set).

As for the LUMO energy: -5.4 eV. As for the HOMO-LUMO gap: 8.56 eV. Its charge is +1. As for the highest occupied orbital energy: -13.9333 eV. As for the structure (SMILES): Cc1cn[n+](I)cc1Cl.

The geometry in XYZ format:
```
14
Properties=species:S:1:pos:R:3:mulliken_charge:R:1
C -0.72 -0.22 2.25 -0.952
C -0.19 -0.17 0.68 0.496
C -0.08 -1.55 -0.17 -0.174
N 0.37 -1.49 -1.59 -0.326
N 0.63 -0.28 -2.12 -0.094
I 1.18 -0.38 -4.16 0.360
C 0.63 1.12 -1.60 0.148
C 0.17 1.29 0.00 -0.041
Cl 0.07 2.94 0.87 -0.079
H -1.64 -0.98 2.25 0.316
H 0.09 -0.66 2.98 0.305
H -1.04 0.88 2.54 0.322
H -0.35 -2.60 0.32 0.347
H 0.89 2.09 -2.25 0.372
```

=====

Entry from the OMol25 dataset: the molecule C5H5ClN2O6S (ωB97M-V with the def2-TZVPD basis set).

As for the LUMO energy (alpha / beta): -0.9 / -4.5 eV. As for the HOMO-LUMO gap (alpha / beta): 7.58 / 6.31 eV. Its charge is 0. Its multiplicity is 3. As for the highest occupied orbital energy (alpha / beta): -8.4510 / -10.8456 eV.

The geometry in XYZ format:
```
20
Properties=species:S:1:pos:R:3:mulliken_charge:R:1
C 0.47 -0.52 0.35 0.232
C 0.28 -0.36 -0.97 0.005
C -0.46 0.82 -1.51 -0.877
C -0.37 0.76 1.26 0.294
C 1.17 -1.69 1.06 -1.373
N 0.85 -1.22 -1.93 0.974
N -1.72 0.28 1.48 1.117
O 1.69 -2.01 -1.52 -0.471
O 0.53 -1.08 -3.08 -0.587
O -2.30 -0.20 0.54 -0.559
O -2.18 0.44 2.61 -0.604
O -1.46 2.80 0.01 -0.613
O 0.94 2.69 -0.15 -0.589
S -0.28 2.02 -0.17 1.117
Cl 0.38 1.36 2.58 -0.105
H 0.05 1.01 -2.40 0.637
H -1.58 0.79 -1.82 0.259
H 2.19 -1.40 1.33 0.293
H 1.23 -2.54 0.40 0.463
H 0.57 -1.93 1.92 0.390
```

=====

Entry from the OMol25 dataset: the molecule C5H5ClO2 (ωB97M-V with the def2-TZVPD basis set).

The energy above the lowest of the compared OMol25 structures with the same formula, charge and spin comes out at 68.9 kcal/mol. As for the LUMO energy: 0.2 eV. As for the HOMO-LUMO gap: 10.41 eV. Its charge is 0. As for the highest occupied orbital energy: -10.1650 eV. As for the structure (SMILES): C=C(Cl)[C@@H]1O[C@@H]1C=O.

The geometry in XYZ format:
```
13
Properties=species:S:1:pos:R:3:mulliken_charge:R:1
C 1.07 -0.89 0.98 -0.752
C -0.14 -1.28 0.61 0.217
Cl -0.52 -2.99 0.11 -0.204
C -1.13 -0.29 0.18 -0.155
O -1.26 -0.05 -1.18 -0.401
C -0.83 1.05 -0.46 0.170
C 0.74 1.33 -0.83 -0.361
O 1.26 2.43 -0.57 -0.517
H 1.12 0.17 1.31 0.356
H 2.07 -1.42 0.92 0.274
H -2.05 -0.40 0.80 0.373
H -1.49 1.84 -0.51 0.492
H 1.16 0.51 -1.35 0.507
```

=====

Entry from the OMol25 dataset: the molecule C5H5ClO2 (ωB97M-V with the def2-TZVPD basis set).

The energy above the lowest of the compared OMol25 structures with the same formula, charge and spin comes out at 41.9 kcal/mol. As for the LUMO energy: 0.5 eV. As for the HOMO-LUMO gap: 9.08 eV. Its charge is 0. As for the highest occupied orbital energy: -8.5322 eV. As for the structure (SMILES): Oc1coc(CCl)c1.

The geometry in XYZ format:
```
13
Properties=species:S:1:pos:R:3:mulliken_charge:R:1
O 1.46 -1.39 2.02 -0.567
C 0.63 -0.81 1.11 0.707
C -0.17 -1.57 0.24 -0.588
O -0.67 -0.74 -0.64 -0.308
C -0.29 0.51 -0.38 0.502
C -1.02 1.52 -1.09 -0.416
Cl -0.61 1.73 -2.84 -0.213
C 0.50 0.49 0.73 -0.659
H 1.71 -2.33 1.62 0.357
H -0.28 -2.59 -0.03 0.406
H -2.11 1.48 -1.10 0.298
H -0.52 2.56 -0.76 0.215
H 1.36 1.16 1.12 0.264
```

=====

Entry from the OMol25 dataset: the molecule C5H5F (ωB97M-V with the def2-TZVPD basis set).

The energy above the lowest of the compared OMol25 structures with the same formula, charge and spin comes out at 140.1 kcal/mol. As for the LUMO energy (alpha / beta): -1.0 / -1.0 eV. As for the HOMO-LUMO gap (alpha / beta): 8.24 / 8.24 eV. Its charge is 0. As for the highest occupied orbital energy (alpha / beta): -9.2209 / -9.2197 eV.

The geometry in XYZ format:
```
11
Properties=species:S:1:pos:R:3:mulliken_charge:R:1
C 0.75 0.53 1.61 -0.171
C -0.04 1.05 0.22 0.218
C -0.46 0.69 -1.09 0.252
C -0.84 0.19 -2.22 -0.703
C 0.86 -0.96 1.57 -0.856
F -0.54 2.29 0.61 -0.250
H -1.79 -0.15 -2.10 0.243
H -0.62 0.25 -3.25 0.334
H 0.17 -1.39 0.90 0.304
H 0.70 -1.22 2.58 0.309
H 1.81 -1.28 1.16 0.320
```

=====

Entry from the OMol25 dataset: the molecule C5H5F3N2 (ωB97M-V with the def2-TZVPD basis set).

The energy above the lowest of the compared OMol25 structures with the same formula, charge and spin comes out at 70.1 kcal/mol. As for the LUMO energy: 0.8 eV. As for the HOMO-LUMO gap: 8.95 eV. Its charge is 0. As for the highest occupied orbital energy: -8.1495 eV.

The geometry in XYZ format:
```
15
Properties=species:S:1:pos:R:3:mulliken_charge:R:1
C 0.43 -1.34 0.32 -0.783
C -0.19 1.54 0.34 -0.805
C -0.85 -1.28 -0.16 0.616
C -1.33 1.07 -0.16 0.457
C 1.32 -0.16 0.52 0.303
N -1.64 -0.25 -0.44 -0.156
N 2.23 0.20 -0.46 -0.488
F -1.62 -2.39 -0.10 -0.279
F -2.51 1.68 -0.21 -0.282
F 1.61 -0.07 1.82 -0.270
H 0.88 -2.37 0.43 0.292
H 0.06 2.54 0.49 0.421
H -2.65 -0.22 -0.62 0.295
H 1.76 -0.14 -1.37 0.359
H 2.53 1.18 -0.39 0.320
```

=====

Entry from the OMol25 dataset: a 2-piece molecular cluster, C5H5F3NO overall (ωB97M-V with the def2-TZVPD basis set).

The energy above the lowest of the compared OMol25 structures with the same formula, charge and spin comes out at 38.0 kcal/mol. As for the LUMO energy: -6.5 eV. As for the HOMO-LUMO gap: 7.28 eV. Its charge is +1. As for the highest occupied orbital energy: -13.7691 eV.

The geometry in XYZ format:
```
15
Properties=species:S:1:pos:R:3:mulliken_charge:R:1
C 0.60 0.69 0.97 -0.119
C 0.75 1.97 0.75 -0.413
C 0.73 1.10 -1.23 -0.123
C 0.45 -1.27 -0.61 -0.753
C 1.00 1.36 -4.16 0.877
N 0.61 0.11 -0.34 0.189
O 0.86 2.26 -0.58 -0.247
F 1.87 2.31 -3.96 -0.011
F 1.29 0.11 -4.35 -0.014
F -0.18 1.78 -4.52 -0.038
H 0.59 0.07 1.89 0.377
H 0.89 2.75 1.45 0.425
H -0.58 -1.72 -0.73 0.272
H 1.03 -1.41 -1.53 0.297
H 0.79 -1.83 0.29 0.280
```

=====

Please write out number 4 again, unchanged.
Entry from the OMol25 dataset: an isolated ion of composition C5H5ClIN2 and charge +1 (ωB97M-V with the def2-TZVPD basis set).

As for the LUMO energy: -5.4 eV. As for the HOMO-LUMO gap: 8.56 eV. Its charge is +1. As for the highest occupied orbital energy: -13.9333 eV. As for the structure (SMILES): Cc1cn[n+](I)cc1Cl.

The geometry in XYZ format:
```
14
Properties=species:S:1:pos:R:3:mulliken_charge:R:1
C -0.72 -0.22 2.25 -0.952
C -0.19 -0.17 0.68 0.496
C -0.08 -1.55 -0.17 -0.174
N 0.37 -1.49 -1.59 -0.326
N 0.63 -0.28 -2.12 -0.094
I 1.18 -0.38 -4.16 0.360
C 0.63 1.12 -1.60 0.148
C 0.17 1.29 0.00 -0.041
Cl 0.07 2.94 0.87 -0.079
H -1.64 -0.98 2.25 0.316
H 0.09 -0.66 2.98 0.305
H -1.04 0.88 2.54 0.322
H -0.35 -2.60 0.32 0.347
H 0.89 2.09 -2.25 0.372
```